(1)
80
Properties=species:S:1:pos:R:3:mulliken_charge:R:1 method="wB97M-V/def2-TZVPD" total_charge=-1 orbital_gap_ha=0.205 e_tot_ev=-97377.9523 e_lumo_ha=0.089
C -1.837 -0.290 -1.205 0.191
C -0.714 2.922 3.075 -1.214
H -0.634 -2.126 6.166 0.334
Cl -2.325 -0.116 2.323 -0.514
H 0.073 -1.195 -3.122 0.086
H -1.645 -1.158 5.105 0.204
C 0.447 4.549 -0.282 -0.778
H -3.094 -3.517 -1.496 0.414
H 4.302 -1.966 -3.085 0.412
H 2.601 1.181 -1.673 0.281
C 0.154 -1.883 4.175 -0.607
C -1.004 -2.054 5.133 -0.326
C 0.956 4.856 -1.689 -0.771
C 3.569 -1.168 -2.923 -0.788
H -2.577 -2.598 2.891 -0.002
H -3.896 -0.093 -3.986 0.402
H -2.838 -3.211 5.304 0.381
C 1.158 -0.424 -1.392 0.094
C -0.684 -3.586 2.595 -0.659
Cl 5.005 1.057 3.455 -0.147
H -1.541 -2.123 -0.085 -0.802
H 1.094 0.204 -3.465 0.113
C 2.507 0.250 -1.096 0.109
C -3.165 -2.424 -1.486 -0.805
H -0.809 4.324 -2.820 0.373
H -0.803 -3.519 1.505 0.123
H 0.958 -1.227 4.547 0.628
H -0.008 2.883 1.010 -1.405
P -0.262 0.446 -0.514 0.036
C 3.281 1.301 3.327 0.769
H 2.007 -2.648 -2.847 0.369
H 1.165 -2.403 2.434 0.260
In -0.385 0.880 3.405 0.416
H 2.581 0.514 -0.033 -1.190
C 3.660 -0.687 -1.470 -0.736
H 2.033 4.651 -1.731 0.294
H -2.558 0.063 -0.442 0.734
H 3.855 -0.341 -3.587 0.310
H 1.053 5.069 0.470 0.356
Cl 2.939 2.861 2.522 -0.086
C 1.038 -0.730 -2.887 -0.340
C -3.678 -1.922 -2.841 -0.670
C 0.309 2.523 -2.457 -0.526
H 0.693 4.211 -3.743 0.392
H -0.055 3.734 3.410 0.253
H -0.242 1.966 -3.229 0.122
C 0.245 4.022 -2.761 -1.035
H -0.285 -4.595 2.789 0.361
H -1.361 -4.174 5.208 0.311
C 0.458 3.048 0.023 1.607
O 3.247 -0.824 2.132 -0.669
H 1.145 -1.389 -0.847 0.673
C 0.291 -2.560 3.075 0.056
H -1.327 2.514 -1.060 0.755
C -1.804 -1.826 -1.111 0.043
C -2.048 -3.467 3.300 -0.294
C -3.642 -0.395 -2.963 -1.022
C -1.865 -3.287 4.805 -1.009
C -0.256 2.232 -1.065 -0.144
H -4.705 -2.271 -2.993 0.368
C 2.175 -1.669 -3.316 -0.948
H -0.584 4.914 -0.178 0.363
Cl 2.535 1.281 4.969 -0.131
H -3.886 -2.151 -0.702 0.339
H -1.610 3.269 2.533 0.335
H 1.498 2.707 0.125 -0.169
H 2.125 -1.821 -4.400 0.399
H -4.404 0.034 -2.298 0.383
H 3.640 -1.542 -0.781 0.369
C -2.288 0.217 -2.578 -0.406
H -1.537 -0.037 -3.343 0.045
H 0.824 5.922 -1.902 0.422
C 2.590 0.135 2.517 -0.048
H 4.610 -0.166 -1.302 0.377
H -1.027 -2.229 -1.778 0.295
H 1.355 2.194 -2.510 0.034
H -2.378 1.312 -2.573 0.294
H -2.654 -4.356 3.090 0.417
O 1.312 0.290 2.274 0.234
H -3.074 -2.366 -3.643 0.305

---

(2)
80
Properties=species:S:1:pos:R:3:mulliken_charge:R:1 method="wB97M-V/def2-TZVPD" total_charge=-1 orbital_gap_ha="0.126 / 0.125" e_tot_ev=-125821.7296 e_lumo_ha="0.076 / 0.075"
H 3.742 2.127 -0.759 0.148
C -3.267 3.188 -0.491 -0.919
C 0.137 -1.968 -2.078 0.070
H -1.328 1.029 -3.064 0.190
H 0.263 0.380 -3.478 0.200
H 0.253 -2.532 -1.144 -0.522
H -0.948 2.219 0.700 1.096
C 4.476 0.068 -0.428 -0.560
C -0.752 -2.123 -4.468 -0.780
H -0.827 4.715 -0.123 0.398
H -2.809 4.137 -2.376 0.327
Cl -0.362 2.311 5.094 -0.210
C -2.219 -2.614 3.290 -0.352
H 4.660 -0.805 -1.071 0.385
Cl 0.413 -0.456 4.532 -0.221
H -2.470 -0.894 -4.027 0.363
H 1.923 -1.480 0.416 0.450
C 0.111 -3.554 2.708 -0.960
H 4.204 1.258 -2.212 0.551
C -0.031 -3.000 1.387 -0.501
C 3.755 -0.409 0.849 -0.791
H -4.321 3.107 -0.778 0.425
H -3.095 1.092 0.010 0.465
H -0.423 2.609 -2.300 0.247
H -1.848 -1.645 3.645 0.148
H -0.896 -3.667 4.643 0.256
H 1.147 -1.686 -2.409 0.438
P -0.294 0.231 -0.347 -0.478
C 1.848 1.632 3.749 -0.038
C -1.174 -3.691 3.582 -0.951
C 1.522 0.558 -0.147 1.833
H 1.487 1.595 0.338 -0.084
H -1.469 -3.232 -2.755 0.392
C -0.717 -0.705 -1.872 -0.505
C -2.597 1.815 -0.651 -0.685
H 4.095 -1.427 1.077 0.627
C 0.991 1.191 4.956 0.791
H 4.119 0.153 1.762 0.091
C -0.401 2.936 -1.249 0.169
H -2.753 1.457 -1.681 0.135
Lu 3.087 2.091 1.559 0.486
C -1.411 -0.749 -4.286 -0.823
Cl 1.975 1.154 6.407 -0.171
O 3.133 1.704 3.759 -0.772
H -0.605 4.997 -1.848 0.400
H 0.655 3.056 -0.975 -0.624
H 0.207 -1.994 -4.987 0.336
H 0.766 -3.094 0.637 0.097
H -2.999 5.262 -1.037 0.361
H -1.754 -1.029 -1.663 1.146
C 3.713 1.121 -1.240 -1.098
C -1.088 1.895 -0.350 -0.427
C -1.358 -2.045 0.964 1.253
Cl 2.575 4.143 0.442 -0.439
H -3.404 -1.845 1.654 0.481
O 1.228 1.842 2.625 -0.683
H 0.129 -3.737 -3.314 0.394
H -1.381 -2.742 -5.119 0.423
H -3.240 3.465 0.571 0.378
H 5.472 0.454 -0.161 0.390
C -1.062 4.315 -1.120 -0.995
H 1.784 -0.427 1.796 -0.622
H -2.846 -3.512 1.435 0.453
H -1.563 -2.341 -0.075 -0.239
C -2.551 -2.521 1.803 -1.630
C -2.583 4.286 -1.312 -0.660
H -1.385 -0.190 -5.229 0.401
H -3.133 -2.842 3.854 0.373
C 2.260 0.715 -1.493 -0.316
C -0.760 0.097 -3.183 -0.519
H 1.763 1.477 -2.120 0.200
H 2.214 -0.229 -2.056 0.122
H -0.416 -0.447 1.962 -1.070
C 2.206 -0.479 0.772 -0.083
H 0.563 -4.554 2.592 0.343
H 0.847 -2.954 3.278 0.054
H -1.995 -0.075 1.290 1.094
H -1.611 -4.680 3.386 0.409
C -1.070 -0.647 1.092 -0.195
C -0.510 -2.862 -3.143 -0.868

---

(3)
80
Properties=species:S:1:pos:R:3:mulliken_charge:R:1 method="wB97M-V/def2-TZVPD" multiplicity=2 s2=0.936 total_charge=-2 orbital_gap_ha="0.052 / 0.091" e_tot_ev=-73858.0516 e_lumo_ha="0.141 / 0.140"
H 4.701 3.647 2.192 0.463
H -2.114 -5.253 0.717 0.452
C -2.647 0.885 1.779 -1.295
C -0.995 3.086 1.008 0.070
H -3.083 1.316 0.867 0.307
Ti -0.442 1.233 1.187 -0.361
H 0.109 4.811 -2.351 0.450
Cl -0.190 0.386 -0.876 -0.485
H 0.750 6.787 0.719 0.472
H 1.671 -2.248 -2.124 0.299
C 0.890 -2.606 -4.719 -2.095
C -1.854 -7.258 -1.224 -4.246
O 0.943 1.363 2.368 -0.619
C -0.434 4.407 -1.489 -1.612
C 2.239 3.923 4.542 -0.456
H 0.741 6.793 -1.045 0.455
H -4.372 1.850 3.650 0.458
H 3.965 5.135 4.092 0.412
H -0.800 6.769 -0.167 0.435
H -1.459 4.792 -1.511 0.398
C 2.460 -2.629 -2.777 -1.875
C 1.687 4.378 -0.153 -1.470
H -0.084 -7.550 -2.954 -0.088
H -2.720 -7.424 -0.572 0.563
C -1.561 -5.772 -1.301 6.514
C 1.172 -5.877 -3.649 -0.277
H 3.019 -1.782 -3.186 0.439
H -2.537 -3.988 -2.082 0.080
C 0.194 -4.346 -2.306 -0.628
C -1.383 4.207 2.913 -0.797
H 3.319 1.624 1.651 0.207
C 2.916 -4.042 -4.821 -2.635
H -1.844 4.388 3.867 0.452
N -0.513 4.351 0.915 0.446
H -2.111 -7.650 -2.217 0.636
H 2.163 4.685 0.786 0.259
H 2.442 -4.597 -5.641 0.453
H -0.772 0.943 3.938 0.223
H 3.607 -4.700 -4.281 0.438
C 1.505 2.807 4.175 -0.611
C -1.748 1.421 4.100 -1.528
H 2.268 4.808 -0.980 0.507
H -1.792 0.141 1.543 0.402
H -0.415 -5.718 0.522 0.409
H 1.743 3.285 -0.235 0.257
H 0.075 -2.223 -4.097 0.251
N 1.859 2.139 3.051 0.787
C -1.244 -5.172 0.058 -2.627
C -3.699 2.621 3.261 -1.866
H 0.628 2.461 4.728 -0.139
C -2.396 1.959 2.833 1.480
H -1.008 -7.821 -0.812 0.425
N 1.115 -4.551 -3.273 0.008
H -3.537 3.349 4.062 0.444
H -4.188 3.116 2.416 0.361
C 0.254 4.883 -0.223 1.624
H -2.996 -5.515 -2.898 0.531
H -0.974 -4.119 -0.051 0.233
H 1.837 -6.250 -4.413 0.220
H -0.461 3.316 -1.570 0.214
H -3.618 -5.151 -1.277 0.556
H -0.462 6.074 2.224 0.361
H -3.417 0.219 2.191 0.470
C 0.230 6.397 -0.161 -2.187
H -1.624 2.226 4.836 0.343
C -2.747 -5.051 -1.935 -3.216
H 1.432 -1.757 -5.149 0.440
C 3.808 3.439 2.777 -0.588
H 3.501 -3.231 -5.269 0.426
H -2.420 0.671 4.543 0.492
H 0.479 -3.198 -5.545 0.411
H 1.906 4.523 5.387 0.436
N -0.376 -5.560 -2.141 -0.347
H 3.156 -3.244 -2.196 0.347
C -0.723 5.036 2.080 -0.507
C 3.057 2.325 2.442 -0.647
C 0.227 -6.518 -2.931 -0.328
N -1.551 3.019 2.265 0.854
C 1.862 -3.454 -3.903 3.314
C 3.384 4.263 3.821 -0.455

---

(4)
79
Properties=species:S:1:pos:R:3:mulliken_charge:R:1 method="wB97M-V/def2-TZVPD" total_charge=+2 orbital_gap_ha="0.116 / 0.182" e_tot_ev=-130073.9204 e_lumo_ha="-0.373 / -0.311"
C -4.710 1.440 0.811 -0.506
H 5.264 -0.183 -3.977 0.381
C -0.233 -2.223 -2.319 -1.011
H 5.857 1.989 -1.203 0.302
H -2.398 1.237 -3.072 0.596
C 4.278 0.318 -3.900 -1.206
H 2.826 2.354 -0.808 0.216
H -6.447 -0.419 1.548 0.339
H 1.873 -3.590 -1.203 0.281
H -0.242 -3.328 0.237 0.609
C -5.978 -0.536 2.517 -0.478
H 2.320 -0.199 -3.237 0.036
H 0.777 -2.244 -2.754 0.193
H 4.703 2.691 -2.386 0.295
H -1.610 -2.557 1.723 0.407
C 0.578 -2.588 0.252 -1.200
H -1.648 -0.802 2.044 0.115
H 0.479 2.778 3.111 0.446
H 4.462 -2.038 -0.837 0.473
C -1.409 2.205 -1.367 0.441
N -5.939 -1.730 4.597 -0.571
H -0.844 3.670 0.156 0.891
H 0.660 -2.220 1.283 0.462
H 0.650 3.561 1.511 0.270
C 6.053 -0.561 -0.765 -1.417
H 4.409 1.379 -3.647 0.094
H 2.760 -2.733 0.086 0.069
C 1.044 2.778 2.173 -1.180
C -1.835 -1.349 -0.094 0.452
C -2.050 -1.602 1.401 -1.152
C 3.362 -0.410 -2.921 -0.317
H 2.110 2.954 2.357 0.383
C 1.023 0.098 2.812 -1.181
H 4.485 -1.074 0.661 0.495
H -7.230 -2.208 3.044 0.392
C -3.738 1.636 -1.463 -0.741
C -6.433 -1.538 3.365 -0.420
C -4.964 -0.927 5.049 -0.400
H -0.479 -3.247 -2.004 0.539
C -2.856 3.012 0.343 -0.716
H -2.329 -2.158 -0.660 0.559
C -4.414 0.094 4.273 -0.440
H 6.728 -1.422 -0.687 0.374
C -4.363 1.304 2.133 -0.024
C 4.906 2.506 -1.332 -1.384
C 4.646 -1.030 -0.430 -0.659
H 5.014 3.485 -0.857 0.418
Br 1.376 2.030 -3.319 -0.421
H 1.809 0.488 3.471 0.472
H 3.926 1.750 0.436 0.449
P -0.075 -1.167 -0.801 1.382
H -4.604 -1.089 6.069 0.372
H -4.584 1.108 -1.906 0.457
C -4.966 0.334 2.995 0.596
C 3.754 1.788 -0.657 -0.221
P 3.319 0.026 -1.087 0.726
H -3.057 3.561 1.266 0.726
H -1.210 -2.327 -4.242 0.433
H 6.400 0.194 -0.051 0.369
H -3.621 0.728 4.667 0.403
H 1.307 -0.907 2.468 0.281
H -1.024 -0.674 -3.641 0.166
C -1.603 3.026 -0.264 0.489
C -3.833 2.097 -0.128 0.229
S 0.873 1.174 1.398 0.743
H 3.490 -1.510 -2.989 0.511
H -2.326 -0.412 -0.397 -0.787
C 1.858 -3.311 -0.143 -1.203
H -2.267 -1.745 -2.944 0.257
H 3.804 0.266 -4.896 0.380
C -1.242 -1.706 -3.337 -1.060
H 0.059 0.055 3.342 0.329
C -2.484 1.658 -2.073 -0.764
H 6.132 -0.166 -1.787 0.315
H -3.551 1.906 2.563 0.173
H -5.511 0.835 0.380 0.258
H -3.129 -1.679 1.623 0.307
H 1.928 -4.243 0.439 0.468
Be -0.067 1.335 -2.020 -0.358

---

(5)
81
Properties=species:S:1:pos:R:3:mulliken_charge:R:1 method="wB97M-V/def2-TZVPD" total_charge=+2 orbital_gap_ha="0.191 / 0.189" e_tot_ev=-142307.7536 e_lumo_ha="-0.270 / -0.272"
H -3.757 -4.028 -0.635 0.151
H 4.569 3.684 1.497 0.415
H 0.566 4.843 -3.341 0.437
H -3.385 0.255 -5.046 0.364
H 1.047 -1.366 -3.211 0.699
H -1.146 0.655 -3.612 -0.490
C 0.221 -6.664 -1.079 -0.404
H 2.252 3.600 2.582 0.486
H 0.234 -2.798 0.285 0.560
C 3.044 0.587 4.026 -0.472
H -0.291 2.027 2.631 0.039
H -4.571 -4.595 0.842 0.337
H -5.438 -3.547 -0.317 0.307
Br -0.050 1.880 0.700 -0.416
C 0.241 2.775 -2.719 0.479
C 0.479 -4.373 -1.837 0.081
H -0.392 -7.544 -0.847 0.378
H 3.294 1.439 4.683 0.478
H 1.412 -0.288 5.210 0.314
H 0.712 -1.485 2.363 0.468
C 1.338 -1.435 -1.010 0.948
H -3.560 2.024 -4.965 0.399
C 0.770 -1.915 -2.280 -2.402
H -4.398 -2.461 1.836 0.212
H -2.037 -0.040 1.103 -0.032
H -2.100 1.304 -5.682 0.371
H -1.427 3.413 -0.722 -0.203
C -3.107 -1.691 0.491 0.688
C -2.840 1.194 -4.878 -1.551
H 2.962 -0.300 -1.903 0.600
C 2.405 -0.550 4.822 -1.194
C 2.620 0.234 0.162 -0.840
H -0.719 2.943 4.663 0.430
H 4.673 1.914 1.610 0.306
H 0.392 2.168 -1.804 -0.583
H -2.938 5.219 -1.878 0.352
H 0.521 4.627 -1.573 0.267
H 0.807 3.611 4.081 0.284
H 3.442 0.950 0.195 0.198
H -1.444 -5.430 -1.750 0.363
C 2.353 -5.777 -1.167 -0.419
C -2.272 3.195 -1.399 0.568
C -2.123 1.196 -3.522 0.206
C 0.337 2.699 4.474 -1.417
H -2.779 0.821 -2.704 0.441
H 0.718 2.262 -3.570 0.451
C 0.843 4.172 -2.519 -1.426
C 1.725 0.106 1.264 0.327
H -2.715 2.254 -1.043 0.077
C -4.465 -3.751 0.150 -0.716
N -2.796 -0.678 1.333 -0.220
C 0.833 -1.883 0.237 -0.038
N 1.544 -6.804 -0.906 -0.532
C 2.691 2.758 2.019 -0.540
C 1.863 -4.558 -1.660 -0.239
P -1.567 2.865 -3.081 -0.185
H 0.810 2.399 5.415 0.349
C 4.217 2.808 2.060 -1.364
H -3.245 -0.620 2.236 0.205
H 3.042 -0.791 5.682 0.416
H 1.938 4.113 -2.498 0.388
O -2.566 -1.758 -0.671 -0.778
P 1.984 1.228 2.706 1.196
N -4.002 -2.596 0.913 -0.218
H 4.585 2.903 3.093 0.378
H -0.122 0.671 3.788 0.671
H -4.231 4.002 -1.839 0.349
Ca -1.393 -1.179 -2.439 2.022
H 2.306 2.856 0.991 0.317
H 2.568 -3.778 -1.940 0.409
C -3.298 4.321 -1.364 -1.485
H -3.523 4.590 -0.326 0.382
H 2.306 -1.455 4.210 0.275
H 3.435 -5.901 -1.013 0.374
C 2.382 -0.480 -0.990 -0.995
C -0.367 -5.479 -1.567 -0.457
C 0.368 1.595 3.449 -0.254
H -0.837 -3.173 -3.101 0.780
C 1.077 -1.155 1.382 -1.478
C -0.017 -3.086 -2.346 0.913
H 3.988 0.253 3.570 0.445

---

(6)
80
Properties=species:S:1:pos:R:3:mulliken_charge:R:1 method="wB97M-V/def2-TZVPD" multiplicity=5 s2=6.070 total_charge=+4 orbital_gap_ha="0.221 / 0.198" e_tot_ev=-134270.6754 e_lumo_ha="-0.506 / -0.540"
C -1.279 -0.534 -3.549 -1.026
C -0.522 1.128 3.477 -1.238
N -0.793 5.927 0.466 0.115
C 0.661 4.184 1.190 -0.289
H -1.352 0.465 3.777 0.443
H -0.864 2.027 2.922 0.213
H -0.052 -5.668 -0.109 0.264
C -0.411 -5.067 0.735 -1.407
C 3.823 -0.803 -1.264 -0.608
Br 3.923 -3.364 -2.658 0.056
C 2.159 0.826 -1.958 1.063
H 2.169 -1.396 3.166 0.316
H -1.717 0.393 -3.948 0.361
H -0.350 -5.205 -2.364 0.446
C -2.042 -0.983 -2.316 -1.204
H 0.176 4.205 -2.246 0.640
C 1.619 2.231 -1.736 -0.945
C -2.727 -0.307 0.458 -0.516
C -0.602 5.646 -0.816 -0.632
H -0.460 5.494 2.515 0.425
H -1.890 -2.053 -2.125 0.526
C -0.786 -3.635 0.354 -0.060
H -1.049 2.147 -1.652 -0.174
C 1.275 -0.950 3.620 -1.095
H 2.923 -1.296 -4.562 0.548
H 0.854 2.508 -2.473 0.489
H -1.661 -3.646 -0.316 0.591
C 0.889 3.914 -0.185 0.444
C 0.195 4.563 -1.210 -0.302
P -1.342 -0.066 -0.834 2.398
H 3.204 -3.997 -0.667 -0.365
H -2.754 -2.209 1.550 0.383
H 3.804 -4.216 0.959 0.450
O 0.074 -0.418 1.357 -0.732
H 1.658 -2.898 -2.602 0.103
C 0.660 -4.781 -2.465 -1.905
Ru 0.967 -0.812 -2.047 -0.805
H 0.346 -5.081 1.533 0.348
H 0.478 -1.692 3.790 0.348
C -3.289 -1.707 0.729 -1.351
H -3.558 2.154 0.149 0.432
H -3.568 0.334 0.125 0.408
H -3.122 -0.783 -2.344 0.695
C 2.222 0.363 -3.336 -0.694
P 0.580 -2.688 -0.415 1.248
H 2.300 2.322 0.298 0.063
H 0.070 1.429 4.345 0.577
S 0.725 0.306 2.491 0.603
H 3.469 1.057 -0.188 0.586
H -0.184 -0.337 -3.275 0.488
H 2.372 -5.101 0.503 0.272
H 0.993 -4.974 -3.498 0.448
C 2.870 -4.127 0.382 -0.580
H -1.264 -5.645 1.117 0.443
C -2.608 2.571 -0.222 -1.208
C -0.229 5.254 1.460 -0.610
H 1.708 -2.950 1.803 0.464
C 3.148 0.369 -0.998 0.003
H 1.388 -5.331 -1.857 0.385
H -0.124 -2.780 -2.765 0.338
C 0.692 -3.281 -2.197 -0.396
C 3.403 -1.455 -2.437 -1.033
H -1.087 6.224 -1.591 0.458
H -1.312 -1.322 -4.315 0.469
C 2.967 -0.790 -3.593 0.046
H -1.942 2.772 0.637 0.118
H 1.032 3.491 1.975 0.631
H 1.542 -0.409 4.533 0.539
H 1.845 1.057 -4.111 0.650
H -4.355 -1.651 1.030 0.460
H 2.621 -2.004 0.625 0.185
H -3.238 -2.351 -0.164 0.164
C 1.773 2.814 -0.552 -0.150
H -2.615 1.482 -2.106 0.591
C 2.024 -2.926 0.743 -0.318
H -2.332 0.164 1.385 0.280
H -2.814 3.532 -0.726 0.384
C -1.945 1.656 -1.255 -0.370
H 4.525 -1.210 -0.538 0.557
H -1.029 -3.037 1.250 0.059